{"formula": "C4H12N2O2", "method": "ωB97M-V/def2-TZVPD", "symbols": ["C", "N", "C", "O", "C", "C", "N", "H", "H", "H", "H", "H", "H", "H", "H", "H", "H", "O", "H", "H"], "positions_angstrom": [[-1.15224, 1.76799, -1.72080], [-1.24965, 1.47272, -0.30298], [-0.40634, 0.69398, 0.37969], [-0.54185, 0.50978, 1.58909], [0.67334, -0.08076, -0.36493], [1.89643, -0.39659, 0.53258], [-0.04187, -1.26716, -0.87823], [-0.84398, 0.87136, -2.26618], [-2.12158, 2.03941, -2.08573], [-0.38891, 2.51071, -1.91789], [-1.95568, 1.91148, 0.26647], [1.10099, 0.41354, -1.23264], [1.82754, 0.13190, 1.46390], [2.79880, -0.11532, -0.00847], [1.93187, -1.44808, 0.79242], [0.37585, -1.67712, -1.69249], [-0.25683, -1.88830, -0.11375], [-0.25733, -2.09251, 2.44516], [-1.09939, -2.22067, 2.90804], [-0.28917, -1.13638, 2.20675]], "forces_ev_per_a": [[0.587, -0.835, 0.199], [0.060, 0.177, -0.228], [0.352, -0.326, 0.378], [-0.169, 0.253, -0.033], [0.524, -1.053, -0.244], [-0.420, 0.036, -0.424], [-0.330, 1.132, 0.205], [-0.221, -0.001, 0.168], [-0.390, 0.427, -0.237], [-0.109, 0.496, -0.116], [-0.059, 0.032, -0.108], [-0.500, 0.496, -0.104], [0.150, 0.421, 0.414], [0.130, -0.097, 0.209], [0.005, -0.209, -0.103], [0.241, -0.386, 0.186], [0.129, -0.490, -0.160], [-0.452, 0.376, -0.010], [0.361, -0.087, -0.159], [0.112, -0.359, 0.168]], "spin_multiplicity": 1, "de_lowest_kcal_mol": 23.5, "smiles": "CNC(=O)[C@@H](C)N.O", "e_tot_ev": -11418.19824, "homo_energy_ev": -9.23, "gap_ha": 0.3695}

---

{"formula": "C6H9N", "method": "ωB97M-V/def2-TZVPD", "symbols": ["C", "C", "C", "C", "C", "C", "N", "H", "H", "H", "H", "H", "H", "H", "H", "H"], "positions_angstrom": [[2.55043, -0.47763, 1.42689], [1.13335, -0.93108, 1.31095], [0.39413, -1.15165, 0.25361], [-0.61894, -0.87807, -0.58933], [-1.07804, 0.51231, -0.48464], [-2.15193, 0.96579, -1.44923], [-0.51806, 1.29965, 0.36093], [2.63454, 0.12041, 2.33870], [3.22898, -1.32832, 1.54467], [2.87517, 0.12451, 0.57058], [0.78058, -2.18827, 0.80603], [-1.03956, -1.57995, -1.29856], [-1.68179, 1.34043, -2.36646], [-2.83829, 0.16086, -1.72829], [-2.72948, 1.78459, -1.00863], [-0.94108, 2.22641, 0.31280]], "forces_ev_per_a": [[0.068, 0.032, 0.062], [-0.152, 0.081, -0.427], [0.071, 0.252, 0.483], [0.070, 0.005, 0.011], [0.097, 0.065, 0.032], [-0.090, 0.035, -0.018], [-0.225, 0.021, -0.217], [0.042, -0.121, -0.116], [-0.146, 0.060, -0.003], [-0.075, -0.154, 0.093], [0.041, -0.156, -0.180], [0.129, 0.128, 0.151], [-0.065, -0.097, 0.118], [0.121, 0.072, 0.065], [0.076, -0.125, -0.088], [0.037, -0.097, 0.036]], "spin_multiplicity": 1, "de_lowest_kcal_mol": 108.2, "e_tot_ev": -7853.46592, "homo_energy_ev": -7.61, "gap_ha": 0.3090}

---

{"formula": "C4H8O2", "method": "ωB97M-V/def2-TZVPD", "symbols": ["C", "C", "O", "C", "O", "C", "H", "H", "H", "H", "H", "H", "H", "H"], "positions_angstrom": [[-0.85502, 0.76708, -1.07805], [-0.45574, -0.07915, 0.09648], [-1.39454, -1.04811, 0.45439], [0.33686, 0.59148, 1.20390], [1.59280, 0.20983, 0.63673], [1.05039, -0.85345, -0.12714], [0.02118, 1.32591, -1.41386], [-1.64457, 1.47195, -0.79247], [-1.24103, 0.13420, -1.88356], [-0.53522, -1.52865, 0.22312], [0.15006, 0.10389, 2.17220], [0.24670, 1.67571, 1.29440], [1.29096, -1.84444, 0.36598], [1.43717, -0.92625, -1.15213]], "forces_ev_per_a": [[0.074, 0.091, -0.005], [1.916, 0.277, -0.833], [1.259, -0.869, -0.397], [0.017, 0.394, 0.239], [0.718, 0.400, 0.358], [-0.355, 0.856, -0.342], [-0.154, 0.079, -0.124], [0.121, -0.105, 0.042], [0.150, 0.116, 0.115], [-2.932, -2.334, 1.132], [0.077, 0.108, -0.170], [0.045, -0.007, 0.051], [-0.893, 0.679, -0.221], [-0.045, 0.314, 0.157]], "spin_multiplicity": 1, "de_lowest_kcal_mol": 84.1, "smiles": "CC1(O)COC1", "e_tot_ev": -8369.63658, "homo_energy_ev": -10.05, "gap_ha": 0.4043}

---

{"formula": "C5H11NPSn", "method": "ωB97M-V/def2-TZVPD", "symbols": ["C", "C", "C", "C", "C", "Sn", "P", "H", "H", "H", "H", "H", "H", "H", "H", "N", "H", "H", "H"], "positions_angstrom": [[0.68821, -0.57125, -1.27303], [1.90322, -0.27528, -0.52037], [2.30711, 1.07174, -0.87230], [1.32373, 1.58836, -1.78137], [0.30011, 0.58597, -1.93942], [0.52561, 1.16651, 0.51811], [-1.00545, -0.60718, 2.94718], [0.24998, -1.58032, -1.30931], [2.55852, -0.96615, -0.00748], [3.23836, 1.58251, -0.57599], [-0.66957, 0.79131, -2.38577], [1.52301, 2.38946, -2.50224], [-1.39647, 0.19174, 4.06865], [-0.39264, -1.62217, 3.74928], [-2.26564, -1.27295, 2.84956], [-2.07887, -0.40470, -0.06051], [-1.66576, -0.60346, -0.97269], [-3.02564, -0.14589, -0.33115], [-2.11782, -1.31825, 0.39886]], "forces_ev_per_a": [[1.329, -0.748, 1.201], [0.583, -0.052, -1.583], [0.682, -0.314, -1.686], [1.072, -0.885, -0.234], [0.143, 1.072, -0.107], [-2.341, 0.769, 1.476], [-0.146, -0.378, 0.975], [-0.045, 0.817, 0.236], [-0.300, -0.030, 0.121], [-0.638, -0.474, -0.203], [0.416, -0.288, -0.429], [-0.602, 0.241, 0.951], [0.140, -0.202, -0.366], [-0.211, 0.288, -0.209], [0.361, 0.169, -0.030], [0.047, -0.291, -0.837], [-0.094, -0.042, 0.304], [-0.155, -0.011, 0.508], [-0.242, 0.358, -0.089]], "spin_multiplicity": 1, "total_charge": 1, "de_lowest_kcal_mol": 0.0, "e_tot_ev": -21965.56670, "homo_energy_ev": -12.99, "gap_ha": 0.3427}

---

Please write out number 4 again, unchanged.
{"formula": "C5H11NPSn", "method": "ωB97M-V/def2-TZVPD", "symbols": ["C", "C", "C", "C", "C", "Sn", "P", "H", "H", "H", "H", "H", "H", "H", "H", "N", "H", "H", "H"], "positions_angstrom": [[0.68821, -0.57125, -1.27303], [1.90322, -0.27528, -0.52037], [2.30711, 1.07174, -0.87230], [1.32373, 1.58836, -1.78137], [0.30011, 0.58597, -1.93942], [0.52561, 1.16651, 0.51811], [-1.00545, -0.60718, 2.94718], [0.24998, -1.58032, -1.30931], [2.55852, -0.96615, -0.00748], [3.23836, 1.58251, -0.57599], [-0.66957, 0.79131, -2.38577], [1.52301, 2.38946, -2.50224], [-1.39647, 0.19174, 4.06865], [-0.39264, -1.62217, 3.74928], [-2.26564, -1.27295, 2.84956], [-2.07887, -0.40470, -0.06051], [-1.66576, -0.60346, -0.97269], [-3.02564, -0.14589, -0.33115], [-2.11782, -1.31825, 0.39886]], "forces_ev_per_a": [[1.329, -0.748, 1.201], [0.583, -0.052, -1.583], [0.682, -0.314, -1.686], [1.072, -0.885, -0.234], [0.143, 1.072, -0.107], [-2.341, 0.769, 1.476], [-0.146, -0.378, 0.975], [-0.045, 0.817, 0.236], [-0.300, -0.030, 0.121], [-0.638, -0.474, -0.203], [0.416, -0.288, -0.429], [-0.602, 0.241, 0.951], [0.140, -0.202, -0.366], [-0.211, 0.288, -0.209], [0.361, 0.169, -0.030], [0.047, -0.291, -0.837], [-0.094, -0.042, 0.304], [-0.155, -0.011, 0.508], [-0.242, 0.358, -0.089]], "spin_multiplicity": 1, "total_charge": 1, "de_lowest_kcal_mol": 0.0, "e_tot_ev": -21965.56670, "homo_energy_ev": -12.99, "gap_ha": 0.3427}